A molecular structure, HO2PS in a non-equilibrium geometry. Source: OMol25; level of theory: ωB97M-V/def2-TZVPD.

The relative energy (zero: lowest compared OMol25 entry of this formula, charge and spin) is 287.71 kJ/mol. As for the HOMO energy (alpha / beta): -8.960 / -8.086 eV. The value obtained for the frontier orbital gap (alpha / beta) is 0.294 / 0.245 Ha. The calculated total energy is -890.5182 hartree. As for the total charge: 0.

```
5
HO2PS ωB97M-V/def2-TZVPD
O 0.1494 0.7320 1.0245
O -0.7670 -0.1321 -0.9212
P 0.0998 -1.2927 -0.2325
S -0.7509 1.2981 -0.0024
H 1.2687 -0.6052 0.1314
```

Atomic charges from the natural (NBO) analysis, expressed in e, are listed below: O -0.85; O -0.95; P 0.73; S 1.14; H -0.07

***

A molecular structure, HO2S2 in a non-equilibrium geometry. Source: OMol25; level of theory: ωB97M-V/def2-TZVPD.

The relative energy (zero: lowest compared OMol25 entry of this formula, charge and spin) is 444.28 kJ/mol. As for the HOMO energy (alpha / beta): -3.875 / -4.204 eV. The value obtained for the frontier orbital gap (alpha / beta) is 0.275 / 0.267 Ha. The calculated total energy is -947.3247 hartree. As for the total charge: -1.

```
5
HO2S2 ωB97M-V/def2-TZVPD
O 0.0337 -0.1937 1.5145
O 0.6972 -1.9702 -0.6076
S -1.6422 0.9236 -0.6508
S -0.0829 0.0780 0.0739
H 0.9942 1.1623 -0.3300
```

Atomic charges from the natural (NBO) analysis, expressed in e, are listed below: O -0.95; O -0.70; S -0.54; S 1.21; H -0.01

***

2 unconnected molecules or ions with the total composition HO2S2 in a non-equilibrium geometry. Source: OMol25; level of theory: ωB97M-V/def2-TZVPD.

The relative energy (zero: lowest compared OMol25 entry of this formula, charge and spin) is 30.23 kJ/mol. As for the HOMO energy (alpha / beta): -3.136 / -3.133 eV. The value obtained for the frontier orbital gap (alpha / beta) is 0.202 / 0.202 Ha. The calculated total energy is -947.4824 hartree. As for the total charge: -1.

```
5
HO2S2 ωB97M-V/def2-TZVPD
O 1.2606 1.4286 0.4836
O 2.1092 -0.7201 -0.4035
S -2.3421 -0.9409 -0.3582
S 0.9838 0.2585 -0.4011
H -2.0115 -0.0260 0.6793
```

Atomic charges from the natural (NBO) analysis, expressed in e, are listed below: O -0.86; O -0.86; S -0.99; S 1.62; H 0.09

***

A gas-phase ion, HO3S2 (charge -1) in a non-equilibrium geometry. Source: OMol25; level of theory: ωB97M-V/def2-TZVPD.

The relative energy (zero: lowest compared OMol25 entry of this formula, charge and spin) is 0.00 kJ/mol. As for the HOMO energy: -3.511 eV. The value obtained for the frontier orbital gap is 0.272 Ha. The calculated total energy is -1022.7324 hartree. As for the total charge: -1.

```
6
HO3S2 ωB97M-V/def2-TZVPD
O 0.0732 1.2260 0.3169
O 2.1153 0.4203 -0.7352
O -1.6690 -0.5760 -0.1767
S -0.4354 -1.6348 0.1306
S 1.1498 0.1984 0.3269
H -1.2339 0.3661 0.1374
```

Atomic charges from the natural (NBO) analysis, expressed in e, are listed below: O -1.01; O -0.99; O -0.92; S -0.01; S 1.44; H 0.49

***

2 unconnected molecules or ions with the total composition HO5P in a non-equilibrium geometry. Source: OMol25; level of theory: ωB97M-V/def2-TZVPD.

The relative energy (zero: lowest compared OMol25 entry of this formula, charge and spin) is 139.26 kJ/mol. As for the HOMO energy: 1.583 eV. The value obtained for the frontier orbital gap is 0.203 Ha. The calculated total energy is -718.0918 hartree. As for the total charge: -2.

```
7
HO5P ωB97M-V/def2-TZVPD
O 0.1422 3.2638 -0.0993
O -1.4043 2.3420 1.8099
O -2.2827 2.3870 -0.5340
O -1.0424 -1.2495 1.2853
O 0.1059 -0.5651 0.5992
P -1.1352 2.6463 0.3755
H -1.5505 -0.5923 0.8125
```

Here are the natural (NBO) charges for atoms 1 to 6, given in e: O -1.15; O -1.14; O -1.17; O -0.66; O -0.78; P 2.44

***

A molecular structure, HO7P2 in a non-equilibrium geometry. Source: OMol25; level of theory: ωB97M-V/def2-TZVPD.

The relative energy (zero: lowest compared OMol25 entry of this formula, charge and spin) is 0.00 kJ/mol. As for the HOMO energy: -4.896 eV. The value obtained for the frontier orbital gap is 0.310 Ha. The calculated total energy is -1210.0246 hartree. As for the total charge: -1.

```
10
HO7P2 ωB97M-V/def2-TZVPD
O -2.4485 -0.2706 -0.3203
O 1.1050 -1.3055 2.6652
O -0.4061 -0.5709 -1.9276
O 0.6841 1.6022 -1.1228
O -0.1295 1.1924 -0.0148
O 0.4822 0.9743 1.1611
O -0.3081 -1.3026 0.6598
P 1.1415 -0.8446 1.2735
P -1.0069 -0.4117 -0.5779
H 0.8862 0.9370 -1.7962
```

Here are the natural (NBO) charges for atoms 1 to 6, given in e: O -1.08; O -1.13; O -1.13; O -0.46; O -0.07; O -0.46

***

HPS5 in the gas phase in a non-equilibrium geometry. Source: OMol25; level of theory: ωB97M-V/def2-TZVPD.

The relative energy (zero: lowest compared OMol25 entry of this formula, charge and spin) is 227.17 kJ/mol. As for the HOMO energy (alpha / beta): -8.636 / -8.640 eV. The value obtained for the frontier orbital gap (alpha / beta) is 0.200 / 0.200 Ha. The calculated total energy is -2332.8394 hartree. As for the total charge: 0.

```
7
HPS5 ωB97M-V/def2-TZVPD
P -0.2619 -0.2791 -1.6485
S -1.4848 -0.0788 0.1396
S 1.2795 -1.4681 -0.9331
S -1.0884 1.6389 1.1774
S 2.0320 0.9533 0.8567
S 0.5942 0.7425 2.1939
H -1.0707 -1.5087 -1.7860
```

Here are the natural (NBO) charges for atoms 1 to 6, given in e: P 0.35; S -0.18; S -0.33; S 0.01; S 0.03; S 0.13

***

A molecular structure, I2O4V2 in a non-equilibrium geometry. Source: OMol25; level of theory: ωB97M-V/def2-TZVPD.

The relative energy (zero: lowest compared OMol25 entry of this formula, charge and spin) is 233.00 kJ/mol. As for the HOMO energy: -7.796 eV. The value obtained for the frontier orbital gap is 0.094 Ha. The calculated total energy is -2784.2362 hartree. As for the total charge: 0.

```
8
I2O4V2 ωB97M-V/def2-TZVPD
O -2.3848 -9.2839 1.0375
V -3.9089 -8.8607 0.8206
O -4.2368 -9.2650 -0.6322
O -0.1397 -10.2911 -4.0289
V -1.0110 -9.1156 -3.4946
O -2.1386 -9.7695 -2.5714
I 0.6807 -7.9489 -1.5524
I -1.3406 -6.9322 -5.4746
```

Here are the Löwdin charges for atoms 1 to 6, given in e: O -0.22; V 1.23; O -0.19; O -0.42; V 0.20; O -0.50